Record 1
{"formula": "C10H13NS", "method": "ωB97M-V with the def2-TZVPD basis set", "symbols": ["C", "C", "C", "C", "C", "C", "C", "C", "C", "C", "N", "S", "H", "H", "H", "H", "H", "H", "H", "H", "H", "H", "H", "H", "H"], "positions_angstrom": [[1.761062, -1.233932, 2.413311], [0.885465, -0.348356, 2.966948], [1.974042, -1.206815, 1.057435], [0.198432, 0.438918, 2.045711], [1.430034, -0.354981, 0.211399], [0.432716, 0.466152, 0.700267], [-1.063004, 0.464075, -1.375067], [0.602032, 2.399613, -0.987497], [-2.587715, -1.799728, -1.650959], [-0.369576, 1.427726, -0.184467], [-0.558709, 0.298535, -2.498606], [-2.397577, -0.411226, -0.527793], [2.465976, -1.922008, 3.000630], [0.656003, -0.414502, 4.012394], [2.795859, -1.893879, 0.652492], [-0.568807, 1.014177, 2.660068], [1.753593, -0.166820, -0.788358], [1.544615, 2.581428, -0.583334], [0.494120, 2.076553, -2.016590], [0.166108, 3.320809, -0.805423], [-3.057504, -2.630333, -1.083575], [-1.602602, -2.020527, -1.881598], [-2.836506, -1.626375, -2.614673], [-1.121900, 1.865910, 0.387180], [-0.996155, -0.324414, -3.109896]], "atomic_forces_ev_per_a": [[2.0, -1.6, 1.4], [0.1, -0.9, -1.0], [4.1, -3.4, -0.2], [-1.9, 1.0, 3.3], [-1.5, 2.2, -1.3], [-1.3, 1.3, -0.1], [-0.2, 0.7, 3.7], [-2.8, -1.5, 0.7], [0.3, -0.6, 3.3], [2.8, -2.6, -3.5], [1.1, 1.4, 0.5], [0.0, 0.6, -0.9], [-1.5, 1.0, -0.6], [-0.1, 0.5, 0.3], [-1.2, 0.9, 0.6], [0.6, -0.1, -1.9], [0.2, -0.5, -0.7], [1.9, -0.8, 0.5], [0.8, 0.4, -0.1], [-1.1, 2.2, -0.5], [0.1, 0.6, -0.9], [2.4, -1.3, 0.4], [-2.6, 0.9, -2.8], [-1.2, 1.0, 0.7], [-1.0, -1.3, -1.0]], "nbo_charge": [-0.218, -0.210, -0.191, -0.223, -0.235, -0.005, 0.212, -0.634, -0.753, -0.256, -0.698, 0.223, 0.213, 0.216, 0.204, 0.211, 0.227, 0.216, 0.247, 0.210, 0.244, 0.216, 0.213, 0.217, 0.352], "gap_ev": 9.5662, "e_homo_ev": -8.821}

Record 2
{"formula": "C10H13O2S", "method": "ωB97M-V with the def2-TZVPD basis set", "symbols": ["C", "C", "C", "C", "C", "C", "C", "C", "C", "C", "O", "O", "S", "H", "H", "H", "H", "H", "H", "H", "H", "H", "H", "H", "H", "H"], "positions_angstrom": [[3.498547, -0.073751, -0.431454], [2.890637, 1.147248, -0.704554], [3.124053, -0.890843, 0.662036], [1.596794, 1.310171, -0.257348], [1.977132, -0.505346, 1.301021], [1.151816, 0.432438, 0.772236], [-4.006644, 0.317385, 0.252152], [-5.280980, 0.215369, 0.519556], [-0.651414, -0.072322, -1.686051], [-0.275970, 0.353724, 1.138265], [-2.978501, 0.549804, -0.252684], [0.085580, -2.029363, -0.255807], [-1.068748, -0.857082, -0.147309], [4.345327, -0.432078, -1.010373], [3.331564, 1.738794, -1.540236], [3.984261, -1.400972, 1.129477], [0.957960, 2.114253, -0.431953], [1.683382, -1.062776, 2.111922], [-5.827343, -0.554961, -0.054905], [-5.915010, 0.943889, 1.056935], [0.106274, -2.395881, 0.607354], [-0.416948, 0.958647, -1.469525], [-1.427774, -0.407134, -2.381087], [0.385443, -0.467598, -2.131241], [-0.955609, 1.204465, 1.118999], [-0.313829, -0.136079, 2.084585]], "atomic_forces_ev_per_a": [[0.8, -0.7, 0.7], [-0.1, -0.7, -2.5], [2.0, 2.3, -0.6], [0.8, -1.4, 2.6], [0.9, -0.9, -0.8], [-0.8, 2.0, -1.7], [-1.9, 1.0, -0.7], [-0.7, -0.2, -0.2], [2.4, -1.5, -1.2], [0.0, -0.3, -1.0], [0.5, 0.2, 0.4], [-0.6, 1.3, -1.0], [1.3, -0.8, 0.4], [0.2, 0.6, 0.1], [-0.5, -0.2, 1.0], [-1.1, -0.7, -0.4], [-0.6, 1.4, -0.8], [-0.8, -1.1, 2.1], [0.5, 0.3, 0.5], [0.9, -0.5, 0.0], [0.4, -1.3, 1.5], [-0.9, 0.4, -0.5], [0.0, 0.9, 0.0], [-2.3, 0.4, 1.4], [0.3, 0.1, -0.2], [-0.7, -0.5, 0.7]], "nbo_charge": [-0.151, -0.207, -0.213, -0.198, -0.193, -0.100, 0.722, -0.708, -0.818, -0.487, -0.552, -0.803, 1.136, 0.227, 0.242, 0.248, 0.217, 0.203, 0.290, 0.298, 0.494, 0.269, 0.276, 0.302, 0.260, 0.247], "gap_ev": 9.2984, "e_homo_ev": -12.609, "total_charge": 1}

Record 3
{"formula": "C10H13O3", "method": "ωB97M-V with the def2-TZVPD basis set", "symbols": ["C", "C", "C", "O", "O", "H", "H", "H", "H", "H", "C", "C", "C", "C", "C", "C", "C", "O", "H", "H", "H", "H", "H", "H", "H", "H"], "positions_angstrom": [[0.718769, 0.698218, -1.811961], [-0.377650, 0.095417, -2.775005], [0.273810, 2.201273, -1.330361], [1.028172, 3.212216, -1.341644], [-0.950640, 2.272625, -1.096859], [0.854160, 0.187499, -0.873759], [1.621205, 0.679649, -2.224743], [-1.007675, 0.833625, -3.498770], [-1.290441, -0.258609, -2.191147], [0.112562, -0.666035, -3.354369], [2.031306, -2.556130, 2.344169], [-1.099261, -1.786813, 0.423128], [-0.109229, -2.379836, 1.180342], [-1.154005, -0.380210, 0.504506], [0.925940, -1.761412, 1.902767], [-0.209424, 0.353235, 1.295303], [0.797216, -0.322945, 1.917508], [-2.062494, 0.200352, -0.247118], [-1.940727, -2.452939, 0.065438], [-0.370154, -3.435372, 1.133849], [-1.635248, 1.282075, -0.979089], [-0.180999, 1.435264, 1.445452], [2.509910, -2.207906, 3.299847], [2.946579, -2.480969, 1.714270], [1.575316, 0.230347, 2.566820], [1.900391, -3.592957, 2.478794]], "atomic_forces_ev_per_a": [[-4.7, 2.4, 1.4], [-2.2, 1.5, 0.4], [3.4, 0.0, -2.2], [-1.0, -2.3, 0.3], [-3.5, -0.4, 0.6], [-0.5, -0.7, 0.2], [3.8, 0.5, -2.1], [2.3, -1.1, 1.4], [1.6, -0.3, -0.6], [-0.3, -0.5, -0.4], [4.0, 0.9, 1.8], [-0.2, 0.6, 1.6], [-0.6, -1.2, -0.2], [-1.1, 0.9, -1.6], [-3.0, 1.8, -2.0], [-0.2, -0.3, 0.0], [2.4, -1.6, 2.0], [-0.3, 1.1, -0.4], [1.1, 1.4, 0.0], [1.4, -0.6, 0.6], [1.4, 0.4, 1.6], [-0.6, -0.3, -0.6], [-0.7, -0.1, -0.3], [-0.6, 0.0, -0.3], [-1.3, -0.7, -1.2], [-0.8, -1.3, 0.0]], "nbo_charge": [-0.519, -0.647, 0.814, -0.712, -0.733, 0.231, 0.192, 0.199, 0.250, 0.194, -0.605, -0.319, -0.189, 0.382, -0.167, -0.350, -0.154, -0.807, 0.209, 0.185, 0.527, 0.234, 0.192, 0.196, 0.188, 0.209], "gap_ev": 7.3512, "e_homo_ev": -3.938, "total_charge": -1}

Record 4
{"formula": "C10H14AuO8PS4", "method": "ωB97M-V with the def2-TZVPD basis set", "symbols": ["Au", "O", "S", "O", "O", "C", "C", "C", "C", "C", "C", "S", "O", "O", "O", "H", "H", "H", "H", "C", "C", "O", "P", "S", "S", "O", "C", "C", "H", "H", "H", "H", "H", "H", "H", "H", "H", "H"], "positions_angstrom": [[1.084417, 1.116184, -1.754010], [4.939103, 1.591744, 0.240134], [3.743251, 0.843672, -0.006553], [3.838045, -0.591923, 0.112710], [3.127090, 1.238654, -1.330592], [2.486785, 1.333196, 1.182896], [2.246128, 0.406802, 2.192955], [1.270997, 0.632958, 3.149420], [0.516271, 1.792106, 3.100373], [0.739331, 2.719217, 2.095629], [1.722062, 2.510749, 1.131437], [1.813248, 3.786852, -0.142523], [3.185034, 3.986703, -0.497555], [1.102414, 4.917264, 0.400743], [0.980315, 3.191434, -1.261918], [2.833061, -0.500518, 2.197035], [1.093048, -0.104687, 3.922443], [-0.246867, 1.979887, 3.846393], [0.164132, 3.632227, 2.038745], [-2.450794, -1.242506, 2.373343], [-2.591923, -1.692452, 0.937352], [-1.302442, -1.656638, 0.311185], [-1.133479, -0.874979, -1.109990], [-1.073536, 0.987850, -2.466163], [0.893696, -1.138599, -1.429258], [-1.982419, -1.948556, -1.983913], [-2.048151, -1.998913, -3.412909], [-1.825565, -3.429373, -3.850628], [-3.421848, -1.254161, 2.871999], [-2.044109, -0.231322, 2.411606], [-1.767648, -1.900695, 2.911104], [-3.293723, -1.051439, 0.395082], [-2.960039, -2.717551, 0.869662], [-1.300727, -1.334330, -3.844324], [-3.034939, -1.641060, -3.714078], [-0.842745, -3.770386, -3.525015], [-1.876564, -3.497017, -4.939229], [-2.580912, -4.090383, -3.423591]], "atomic_forces_ev_per_a": [[0.2, 0.2, 0.6], [0.0, 0.0, 0.0], [-0.1, 0.0, -0.1], [0.0, 0.0, 0.0], [0.0, -0.1, 0.0], [-0.2, 0.1, 0.1], [0.1, 0.1, -0.1], [0.0, 0.0, 0.0], [0.0, 0.0, 0.0], [0.1, 0.0, 0.0], [0.0, -0.2, 0.1], [0.0, 0.0, 0.0], [0.0, 0.0, 0.0], [0.0, 0.0, -0.1], [0.0, -0.1, -0.4], [0.0, 0.0, 0.0], [0.0, 0.0, 0.0], [0.0, 0.0, 0.0], [0.0, 0.0, 0.0], [0.0, 0.0, 0.0], [0.2, 0.0, -0.1], [0.1, -0.5, 0.5], [-0.6, 0.2, -0.2], [0.2, 0.3, -0.1], [0.1, 0.0, -0.3], [0.0, -0.1, 0.0], [0.1, 0.0, 0.0], [0.0, 0.0, 0.0], [0.0, 0.0, 0.0], [0.0, 0.0, 0.0], [0.0, 0.0, 0.0], [0.0, 0.0, 0.0], [0.0, 0.0, 0.0], [0.0, 0.0, 0.0], [0.0, 0.0, 0.0], [0.0, 0.0, 0.0], [0.0, 0.0, 0.0], [0.0, 0.0, 0.0]], "nbo_charge": [1.138, -0.938, 2.409, -0.984, -1.030, -0.245, -0.211, -0.215, -0.218, -0.189, -0.363, 2.416, -0.940, -0.976, -1.036, 0.246, 0.207, 0.206, 0.249, -0.625, -0.062, -0.829, 1.405, -0.490, -0.373, -0.852, -0.065, -0.623, 0.202, 0.222, 0.211, 0.173, 0.176, 0.206, 0.172, 0.217, 0.206, 0.204], "gap_ev": [5.5097, 7.4308], "e_homo_ev": [-4.238, -6.117], "multiplicity": 2, "total_charge": -1, "s2": 0.76}

Record 5
{"formula": "C10H14BBeFN6", "method": "ωB97M-V with the def2-TZVPD basis set", "symbols": ["C", "N", "N", "C", "C", "B", "N", "N", "C", "C", "C", "Be", "N", "N", "C", "C", "C", "H", "H", "H", "H", "H", "H", "H", "H", "H", "H", "H", "C", "H", "H", "H", "F"], "positions_angstrom": [[2.814443, 0.057805, 1.114892], [1.623017, 0.024865, 0.480969], [1.869685, 0.051313, -0.881572], [3.193854, 0.009639, -1.090995], [3.827566, 0.004101, 0.149916], [0.644412, 0.138751, -1.852613], [-0.340785, -0.981987, -1.406009], [-0.696700, -1.039711, -0.063920], [-1.649551, -1.991178, 0.040610], [-1.832724, -2.599416, -1.202898], [-0.998269, -1.934534, -2.086131], [0.025805, 0.100515, 0.985710], [-0.051675, 1.463800, -1.405506], [-0.405552, 1.547312, -0.075117], [-0.984201, 2.744897, 0.116251], [-1.006105, 3.426235, -1.100932], [-0.407588, 2.596061, -2.038252], [-1.343129, 3.071285, 1.079722], [-0.218487, 2.714964, -3.098063], [-1.403948, 4.401641, -1.303292], [0.947520, 0.132750, -3.004501], [-0.816478, -2.051026, -3.155426], [3.563491, -0.016988, -2.109898], [-2.488404, -3.426158, -1.447771], [4.888205, -0.039950, 0.298528], [-2.135653, -2.206125, 0.984582], [2.903384, 0.096752, 2.190804], [-1.876681, -0.363030, 3.012437], [-1.848925, -1.348680, 3.495901], [-2.653416, -1.988004, 3.106742], [-0.873523, -1.799625, 3.283324], [-1.986118, -1.215957, 4.580792], [-0.283461, 0.419696, 2.401713]], "atomic_forces_ev_per_a": [[-1.6, -0.4, -0.9], [1.9, 0.5, 1.0], [0.6, -0.5, -0.4], [-1.3, -0.1, -0.5], [0.4, 0.0, -0.2], [0.6, -0.3, 0.4], [-0.1, -0.8, -0.9], [-2.2, -1.6, 0.3], [1.6, 1.4, 0.8], [-0.7, -0.9, -0.3], [1.5, 1.4, -0.6], [-0.5, 0.8, 1.7], [-0.7, 2.2, -2.0], [-1.4, 2.6, 1.2], [0.9, -2.4, 0.9], [-0.9, 1.8, 0.4], [1.8, -3.7, -0.8], [0.0, -0.2, 0.1], [-0.1, 0.1, 0.1], [-0.1, 0.3, 0.0], [-0.1, 0.0, 0.2], [-0.2, -0.1, 0.4], [0.2, 0.1, 0.3], [0.0, 0.2, 0.1], [0.2, 0.1, 0.2], [0.2, 0.1, 0.0], [-0.2, -0.1, 0.0], [-0.4, -0.7, 0.4], [-0.5, 0.0, 0.0], [0.1, 0.0, 0.3], [-0.2, 0.0, 0.2], [0.1, -0.2, -0.5], [1.0, 0.3, -2.0]], "nbo_charge": [0.053, -0.483, -0.291, 0.061, -0.159, 0.525, -0.277, -0.454, 0.055, -0.119, 0.069, 1.700, -0.267, -0.293, 0.018, 0.016, 0.132, 0.295, 0.283, 0.281, 0.031, 0.275, 0.268, 0.284, 0.278, 0.289, 0.281, 0.227, -0.866, 0.190, 0.199, 0.249, -0.849], "gap_ev": [5.0238, 3.6232], "e_homo_ev": [-16.914, -15.955], "total_charge": 2}

Let's list relative energy (zero: lowest compared OMol25 entry of this formula, charge and spin) in order: 74.52, 110.76, 235.00, 202.47, 0.00 kJ/mol.